Entry 1:
The following is a DFT calculation (ωB97M-V/def2-TZVPD) of a molecular structure, C24H24Br4N5O4PTi in a non-equilibrium geometry.

Computed properties:
Relative energy (zero: lowest compared OMol25 entry of this formula, charge and spin)   0.0 kcal per mole
HOMO level (alpha / beta)   -7.99 / -7.99 eV

```
! RIJCOSX wB97M-V def2-TZVPD def2/J DEFGRID3
* xyz 0 1
Ti 0.2839 -0.6997 -0.2879
C 2.7756 -3.5537 1.2545
C 1.5983 -3.1416 0.4439
O 0.8345 -2.1894 0.9321
C 1.3251 -3.7739 -0.7565
C 0.3107 -3.3757 -1.7027
C -0.1327 -4.2649 -2.8584
N -0.1852 -2.1614 -1.6510
N -1.2643 -1.7836 -2.4065
C -1.8758 -0.7569 -1.9249
O -1.6010 -0.2125 -0.7488
C -3.0522 -0.1990 -2.6400
C -3.5306 -0.7362 -3.8319
C -4.7307 -0.3364 -4.3760
C -5.5140 0.6203 -3.7055
C -5.0300 1.1706 -2.5591
C -3.7965 0.7872 -2.0110
H 3.5486 -2.7874 1.3242
H 3.2430 -4.4392 0.8409
H 2.4207 -3.7481 2.2894
H 1.8616 -4.6679 -0.9256
H 0.0997 -5.3224 -2.6602
H 0.3646 -3.9429 -3.7680
H -1.2056 -4.1665 -3.0590
H -2.9189 -1.4837 -4.3243
H -5.0263 -0.6295 -5.3768
H -6.4106 1.0019 -4.1383
H -5.5829 1.9783 -2.0285
H -3.4489 1.2292 -1.0629
Br 3.8535 3.6497 -4.2404
C 3.4797 2.4377 -2.8680
C 4.4262 1.6246 -2.2831
Br 6.2281 1.8823 -2.6949
C 4.0540 0.6044 -1.3598
Br 5.2992 -0.6538 -0.7538
C 2.7231 0.4037 -1.0493
O 2.2007 -0.5871 -0.3407
C 1.7406 1.2622 -1.6331
O 0.4945 0.9409 -1.3630
C 2.1278 2.2251 -2.5663
Br 0.7096 3.1774 -3.4539
C -1.1661 2.7354 3.8980
N -1.2678 1.3344 4.3280
C -0.0954 0.9347 5.0009
N 1.1800 1.2316 4.2402
C 1.2210 2.6133 3.8577
N 0.0199 3.0261 3.1273
C -0.0214 2.4296 1.7857
P -0.1160 0.5617 1.9264
C -1.5238 0.4372 3.1783
C 1.3012 0.3258 3.1113
H -1.1944 3.3305 4.7963
H -2.0486 2.9385 3.3322
H -0.0547 -0.1441 5.2035
H 0.0216 1.4677 5.9383
H 2.1234 2.7705 3.2846
H 1.3376 3.2109 4.7926
H 0.8639 2.6768 1.2232
H -0.8494 2.7653 1.1632
H -1.5982 -0.6000 3.5321
H -2.4473 0.7447 2.6866
H 2.1983 0.5780 2.5313
H 1.4192 -0.7508 3.3876
*
```

Entry 2:
The following is a DFT calculation (ωB97M-V/def2-TZVPD) of a molecular structure, C24H24ClN3O4PRe in a non-equilibrium geometry.

Computed properties:
Relative energy (zero: lowest compared OMol25 entry of this formula, charge and spin)   2.0 kcal per mole
⟨S²⟩   0.76
HOMO level (alpha / beta)   -11.28 / -11.20 eV

```
! RIJCOSX wB97M-V def2-TZVPD def2/J DEFGRID3
* xyz 1 2
Re 1.0257 1.1889 1.0469
N -0.1535 0.0078 2.4922
C -0.5254 0.8103 3.6741
C -0.9055 2.1804 3.1439
O -1.5888 2.9660 3.7582
N -0.3528 2.3790 1.9146
C -0.6079 3.6605 1.2615
C -0.4961 3.3843 -0.2186
O -1.1069 3.9092 -1.1029
O 0.4070 2.4098 -0.4577
H 0.3149 -0.8598 2.7452
H -1.0225 -0.2734 2.0453
H -1.3449 0.3698 4.2409
H 0.3292 0.9146 4.3433
H -1.5591 4.0977 1.5548
H 0.1887 4.3691 1.5222
O 3.7444 2.1506 0.0622
N 2.7274 1.2437 -0.2567
C 2.9345 0.8034 -1.4399
C 2.1529 -0.1203 -2.2646
C 2.7784 -0.4504 -3.4710
C 2.1745 -1.2935 -4.3871
C 0.9225 -1.8182 -4.1100
C 0.2938 -1.5061 -2.9145
C 0.8911 -0.6637 -1.9845
P 0.0022 -0.3834 -0.4323
C -0.1346 -2.0585 0.2492
C -1.2266 -2.8919 0.0192
C -1.2154 -4.1945 0.5005
C -0.1207 -4.6707 1.2052
C 0.9768 -3.8473 1.4284
C 0.9679 -2.5470 0.9536
C -1.6511 0.1831 -0.8771
C -1.8241 0.9585 -2.0203
C -3.0668 1.5024 -2.3032
C -4.1354 1.2849 -1.4486
C -3.9687 0.5213 -0.3009
C -2.7302 -0.0271 -0.0138
H 3.6228 2.3648 1.0016
H 3.8450 1.1774 -1.8998
H 3.7521 -0.0322 -3.6897
H 2.6768 -1.5334 -5.3133
H 0.4323 -2.4688 -4.8209
H -0.6828 -1.9262 -2.7068
H -2.0828 -2.5358 -0.5376
H -2.0666 -4.8372 0.3216
H -0.1181 -5.6854 1.5788
H 1.8371 -4.2213 1.9662
H 1.8308 -1.9077 1.1186
H -0.9875 1.1684 -2.6724
H -3.1897 2.1190 -3.1819
H -5.1002 1.7202 -1.6697
H -4.8008 0.3521 0.3685
H -2.6295 -0.6389 0.8756
Cl 2.5713 2.3447 2.9014
C 2.4428 0.5587 2.5083
H 2.1137 0.0975 3.4359
H 3.4381 0.1946 2.2576
*
```

Entry 3:
The following is a DFT calculation (ωB97M-V/def2-TZVPD) of a molecular structure, C24H24F7GaN5O2 in a non-equilibrium geometry.

Computed properties:
Relative energy (zero: lowest compared OMol25 entry of this formula, charge and spin)   3.2 kcal per mole
HOMO level   -11.48 eV

```
! RIJCOSX wB97M-V def2-TZVPD def2/J DEFGRID3
* xyz 1 1
Ga -1.0703 0.2186 1.0097
F -1.2120 5.5925 1.2203
C -0.8064 4.4357 1.7483
C -1.1907 3.2505 1.1517
C -0.7554 2.0558 1.6942
C 0.0663 2.0511 2.8274
C 0.3969 3.2749 3.4021
F 1.1513 3.3338 4.5162
C -0.0192 4.4758 2.8802
C 0.5289 0.7327 3.3231
C 1.3774 0.5273 4.4080
C 1.7403 -0.7580 4.7639
C 1.2530 -1.8418 4.0468
C 0.4285 -1.5841 2.9798
N 0.0816 -0.3354 2.6208
H -1.8424 3.2884 0.2871
H 0.2524 5.4124 3.3492
H 1.7477 1.3665 4.9715
H 2.4039 -0.9120 5.6082
H 1.5060 -2.8609 4.3036
H 0.0276 -2.3797 2.3776
N 1.3888 -3.9790 -4.0026
C 1.0803 -2.9026 -3.2460
O 1.4562 -1.7719 -3.5174
C 0.2335 -3.1452 -2.0289
C -0.6103 -4.2269 -1.8309
C -1.3554 -4.2811 -0.6642
C -1.2625 -3.2381 0.2377
N -0.4753 -2.1667 0.0438
C 0.2708 -2.1613 -1.0606
H 1.9576 -3.8368 -4.8183
H 1.1606 -4.9162 -3.7358
H -0.7268 -5.0020 -2.5805
H -2.0253 -5.1076 -0.4625
H -1.8500 -3.2574 1.1451
H 0.9334 -1.3208 -1.2191
F -3.1103 -1.4611 2.0525
C -2.9697 -0.5515 1.0292
F -3.3444 -1.1656 -0.1227
C -4.0437 0.5320 1.2963
F -3.8286 1.1004 2.4868
F -5.2763 0.0439 1.2706
F -3.9474 1.4754 0.3385
C 0.7711 0.7380 -4.0494
N 0.0129 1.0217 -2.8180
C -1.4484 0.9387 -2.9369
C 0.5547 0.8968 -1.5943
O -0.1735 0.5094 -0.6442
N 1.8527 1.1453 -1.3668
C 2.4258 0.8298 -0.0548
C 2.6390 2.0548 -2.2091
H 0.0670 0.3390 -4.7743
H 1.5221 -0.0270 -3.8680
H 1.2271 1.6285 -4.4753
H -1.7484 1.4844 -3.8286
H -1.9295 1.3924 -2.0800
H -1.7828 -0.0971 -3.0199
H 1.8825 0.0219 0.4185
H 2.3986 1.7024 0.6016
H 3.4596 0.5168 -0.1891
H 2.0179 2.8737 -2.5693
H 3.1042 1.5497 -3.0522
H 3.4265 2.4769 -1.5900
*
```

Entry 4:
The following is a DFT calculation (ωB97M-V/def2-TZVPD) of a single C24H24N4O4S2 molecule in a non-equilibrium geometry.

Computed properties:
SMILES   COC(=O)c1ccc(CSc2ncnc3c2sc2nc(N4CCOCC4)c4c(c23)CCCC4)o1
Relative energy (zero: lowest compared OMol25 entry of this formula, charge and spin)   459.9 kcal per mole
HOMO level   -7.17 eV

```
! RIJCOSX wB97M-V def2-TZVPD def2/J DEFGRID3
* xyz 0 1
C -1.2175 4.7318 0.1160
H -1.1285 5.5888 -0.6510
H -1.9113 4.7666 0.7686
H -0.1812 4.5590 0.5096
O -1.4635 3.8600 -0.9119
C -1.9939 2.6783 -0.1116
O -2.1012 2.5471 1.1720
C -2.3223 1.5903 -1.1818
C -3.1208 0.4939 -0.9357
C -3.4435 -0.0733 -2.2350
C -2.6309 0.5046 -2.9692
O -1.9633 1.6581 -2.3989
C -2.3807 0.6788 -4.6514
H -3.2039 0.8456 -5.1175
H -1.3567 1.0333 -4.8213
S -2.4119 -1.1964 -4.9575
C -1.8198 -1.9892 -3.7212
N -2.3234 -3.2564 -3.4503
C -1.9218 -4.1387 -2.5263
N -1.2498 -3.6465 -1.3350
C -0.4961 -2.3950 -1.6205
C -0.7943 -1.7109 -2.5727
S 0.2240 -0.3326 -2.7335
C 0.6620 -0.5952 -0.9983
N 1.7402 0.1503 -0.5996
C 1.7718 -0.0635 0.7031
N 2.5285 1.0789 1.3669
C 3.2470 1.7885 0.5951
H 3.4413 1.5702 -0.2322
C 2.1324 3.1201 0.3707
O 1.8300 3.5417 1.5776
C 1.2761 2.6994 2.3388
H 0.8715 3.1025 3.3287
C 2.1229 1.6194 2.6471
H 1.6176 0.8245 3.2968
H 3.0188 1.6568 3.2546
H 0.3797 2.2611 1.7956
H 2.5027 3.8825 0.0013
H 1.3829 2.6952 -0.1968
H 4.0979 2.2322 1.3185
C 1.2511 -1.2250 1.3770
C 0.5670 -2.1702 0.9068
C 0.2722 -1.6914 -0.5782
C 0.2278 -3.3431 1.1577
C 0.7943 -3.7516 2.6401
C 1.9580 -3.1685 2.6996
C 1.8774 -1.5858 2.6397
H 2.8340 -1.1283 2.7182
H 1.4358 -1.3557 3.4402
H 2.8069 -3.5950 2.2598
H 2.4399 -3.4825 3.8038
H 0.6822 -4.8573 2.7545
H -0.0547 -3.3786 3.0763
H -0.9496 -3.5722 0.9889
H 0.5646 -4.2196 0.4533
H -2.5572 -5.1074 -2.2253
H -3.9364 -0.9099 -2.4538
H -3.6241 0.1803 0.1097
*
```

Entry 5:
The following is a DFT calculation (ωB97M-V/def2-TZVPD) of 2 unconnected molecules or ions with the total composition C24H24NO5S4 in a non-equilibrium geometry.

Computed properties:
HOMO level   -3.31 eV

```
! RIJCOSX wB97M-V def2-TZVPD def2/J DEFGRID3
* xyz -1 1
C -1.0715 4.7809 3.0149
N -0.8728 4.8520 1.5775
C 0.1707 5.7887 1.1962
C -1.2482 3.7608 0.7925
S -2.6544 2.9580 1.2880
S -0.3452 3.1212 -0.5079
H -1.8825 4.0753 3.2137
H -0.1452 4.4593 3.5081
H -1.3298 5.7711 3.4018
H 0.2550 5.8244 0.1111
H -0.0979 6.7736 1.5947
H 1.1235 5.5068 1.6542
C 2.6014 -0.1356 5.6266
O 1.4347 -0.8925 5.2749
C 0.8342 -0.7768 4.0672
C -0.3493 -1.5332 3.8902
C -0.9763 -1.5521 2.6649
C -0.4057 -0.9102 1.5462
C -1.0007 -1.1071 0.2327
C -0.3496 -1.5592 -0.8723
S -1.2106 -1.7358 -2.4214
C -1.9952 -0.1543 -2.6950
C -3.2945 0.1612 -2.2829
C -3.7357 1.4819 -2.4052
C -2.9183 2.4525 -2.9861
C -1.6596 2.0985 -3.4664
C -1.1991 0.7998 -3.3216
O -0.1548 -1.7871 -3.4146
O -2.1995 -2.7809 -2.3015
S 1.4049 -2.0291 -0.8167
C 1.7818 -3.2651 -2.0886
C 2.7276 -2.9823 -3.0753
C 2.9553 -3.9085 -4.0951
C 2.2858 -5.1336 -4.1073
C 1.4212 -5.4451 -3.0567
C 1.2083 -4.5355 -2.0170
O 2.1579 -0.8463 -1.1796
O 1.6156 -2.7115 0.4427
C 0.7181 -0.0891 1.7561
C 1.3205 0.0034 2.9952
H 2.7077 -0.4028 6.6777
H 3.4820 -0.4513 5.0556
H 2.4574 0.9457 5.5167
H -0.6762 -2.1551 4.7204
H -1.9000 -2.1132 2.5267
H -2.0934 -1.0871 0.1817
H -3.9329 -0.6086 -1.8548
H -4.7114 1.7717 -2.0154
H -3.2402 3.4947 -3.0330
H -0.9878 2.8310 -3.9011
H -0.1947 0.5361 -3.6370
H 3.2672 -2.0365 -3.0415
H 3.6538 -3.6465 -4.8856
H 2.4371 -5.8436 -4.9198
H 0.8941 -6.3963 -3.0261
H 0.5957 -4.7979 -1.1545
H 1.1147 0.5358 0.9571
H 2.2067 0.6253 3.0946
*
```

Entry 6:
The following is a DFT calculation (ωB97M-V/def2-TZVPD) of a molecular structure, C24H25BF3O3 in a non-equilibrium geometry.

Computed properties:
Relative energy (zero: lowest compared OMol25 entry of this formula, charge and spin)   0.0 kcal per mole
HOMO level   -10.78 eV

```
! RIJCOSX wB97M-V def2-TZVPD def2/J DEFGRID3
* xyz 1 1
C -4.3434 1.1934 -0.2108
C -3.0361 1.8161 -0.0980
C -2.3693 2.8970 -0.6320
C -0.9900 2.7742 -0.2803
C -0.8993 1.6648 0.5762
B -1.4554 -0.7087 -3.7900
O -0.2910 -0.1836 -3.9570
C 0.5057 -1.0550 -3.0542
C 1.4327 -1.7287 -4.0913
C 1.3980 -0.1260 -2.2504
C -0.5855 -2.0477 -2.3684
C -0.5112 -3.4687 -2.9320
C -0.7806 -2.2261 -0.8544
O -1.8892 -1.5754 -2.9229
O -2.1753 1.1628 0.7088
H -4.9605 1.8317 -0.8550
H -4.2955 0.2156 -0.7371
H -4.7771 1.1001 0.8057
H -2.7901 3.6170 -1.3268
H -0.1877 3.4520 -0.5707
H 2.1686 -2.4394 -3.6864
H 0.8931 -2.1787 -4.9405
H 2.0107 -0.9002 -4.5158
H 2.2670 -0.6903 -1.8911
H 1.8982 0.5823 -2.9361
H 0.9930 0.3994 -1.3795
H 0.4804 -3.9392 -2.8479
H -1.2049 -4.0767 -2.3374
H -0.8345 -3.5281 -3.9787
H -0.9355 -1.3813 -0.1621
H -1.6679 -2.8858 -0.6919
H 0.0537 -2.8231 -0.4539
F 4.0894 3.5243 1.9608
C 3.5464 2.3276 1.5528
C 4.4052 1.3073 1.1629
C 3.7863 0.1155 0.7975
F 4.5647 -0.8810 0.2640
C 2.4092 -0.0726 0.8242
C 1.5852 1.0220 1.0943
C 0.0562 0.7763 1.0743
C -0.3773 0.4178 2.5024
C -0.1918 -0.8574 3.0331
C -0.4439 -1.0871 4.3876
C -0.9923 -0.0870 5.1890
C -1.2510 1.1497 4.6018
F -1.9065 2.1338 5.3190
C -0.9901 1.4111 3.2614
C 2.1516 2.2419 1.4570
H 5.4837 1.4282 1.1895
H 2.0008 -1.0551 0.5792
H 0.0209 -0.0950 0.4306
H 0.2013 -1.6486 2.3929
H -0.2562 -2.0646 4.8092
H -1.2479 -0.2242 6.2346
H -1.2625 2.3959 2.8548
H 1.4973 3.0776 1.6891
*
```

Entry 7:
The following is a DFT calculation (ωB97M-V/def2-TZVPD) of a molecular structure, C24H25BrCl2N5O4RuS.

Computed properties:
Relative energy (zero: lowest compared OMol25 entry of this formula, charge and spin)   0.0 kcal per mole
⟨S²⟩   6.05
HOMO level (alpha / beta)   -16.74 / -16.74 eV

```
! RIJCOSX wB97M-V def2-TZVPD def2/J DEFGRID3
* xyz 3 5
Ru -0.2051 -0.2899 0.4336
C -2.0153 -8.5725 0.1560
C -1.3415 -7.2317 0.2119
C -2.1003 -6.0692 0.4005
C -1.5037 -4.8312 0.4565
C -0.1132 -4.7572 0.3023
C 0.6727 -5.8950 0.1029
C 0.0404 -7.1232 0.0645
S 0.6855 -3.2654 0.4983
O 0.2303 -2.5935 1.7129
O 2.0815 -3.3575 0.2307
N 0.0323 -2.1010 -0.5538
C 0.2096 -2.0786 -1.8725
C 0.5842 -3.1652 -2.7057
C 0.7029 -2.9675 -4.0650
C 0.4642 -1.7155 -4.6309
C 0.1066 -0.5924 -3.8219
C -0.0845 0.7075 -4.3278
C -0.3741 1.7288 -3.4558
C -0.4777 1.4614 -2.0937
N -0.3005 0.2366 -1.5894
C -0.0155 -0.7832 -2.4527
H -2.8506 -8.6260 0.8522
H -1.3207 -9.3826 0.3644
H -2.4237 -8.7368 -0.8442
H -3.1731 -6.1533 0.5189
H -2.0957 -3.9401 0.6252
H 1.7464 -5.8137 -0.0010
H 0.6303 -8.0202 -0.0744
H 0.7655 -4.1396 -2.2720
H 0.9868 -3.7943 -4.7020
H 0.5645 -1.5770 -5.7008
H -0.0023 0.8938 -5.3923
H -0.5262 2.7417 -3.8024
H -0.7356 2.2515 -1.4051
C 4.4071 -1.0207 3.0158
O 3.7212 -0.6502 1.7856
C 2.4602 -0.3945 1.7626
O 1.9311 -0.0642 0.6754
N 1.7286 -0.4320 2.8970
N 0.3380 -0.2526 2.7639
H 5.4404 -1.1658 2.7280
H 4.0000 -1.9560 3.3987
H 4.3315 -0.2109 3.7394
H 2.0724 -0.8985 3.7253
H 0.0651 0.5602 3.3126
H -0.1347 -1.0791 3.1296
Br 1.3897 5.1934 1.1527
C 0.0644 3.9026 1.3372
C -1.1655 4.1995 1.9134
C -2.1159 3.1951 2.0291
C -1.8176 1.9290 1.5793
N -0.6208 1.6462 1.0222
C 0.3064 2.6179 0.8947
H -1.3728 5.2016 2.2673
H -3.0852 3.3978 2.4631
H -2.5320 1.1208 1.6542
H 1.2509 2.3464 0.4410
Cl -3.1825 3.8148 -1.3263
C -4.2942 2.4705 -1.6028
Cl -3.5231 0.9000 -1.2210
H -4.5595 2.4528 -2.6519
H -5.1648 2.5810 -0.9694
*
```

Entry 8:
The following is a DFT calculation (ωB97M-V/def2-TZVPD) of 2 unconnected molecules or ions with the total composition C24H25BrN3 in a non-equilibrium geometry.

Computed properties:
Relative energy (zero: lowest compared OMol25 entry of this formula, charge and spin)   0.6 kcal per mole
HOMO level   -10.71 eV

```
! RIJCOSX wB97M-V def2-TZVPD def2/J DEFGRID3
* xyz 1 1
C 4.8362 -1.4875 0.2256
N 3.4111 -1.7377 0.1339
C 2.4415 -0.7996 -0.0444
C 1.1686 -1.4021 0.0949
C -0.0355 -0.7065 0.2805
C -1.3063 -1.3377 0.1106
C -1.5250 -2.4380 -0.7679
C -2.7009 -3.1745 -0.6806
C -3.6435 -2.8895 0.3152
C -4.7845 -3.8161 0.5746
C -3.5016 -1.7238 1.0807
C -2.3915 -0.9119 0.9296
C 1.4341 -2.8439 0.3291
C 0.6837 -3.9023 0.8296
C 1.3094 -5.1160 1.1736
C 2.7044 -5.2457 1.1665
C 3.4887 -4.1383 0.8085
C 2.8406 -2.9994 0.3365
H 5.3628 -2.4470 0.2562
H 5.1677 -0.9192 -0.6497
H 5.0826 -0.9169 1.1337
H 2.6490 0.2463 -0.2587
H -0.0247 0.1903 0.8996
H -0.7456 -2.7271 -1.4785
H -2.8864 -4.0106 -1.3607
H -5.3994 -3.4220 1.3861
H -5.4236 -3.9786 -0.3003
H -4.4083 -4.7949 0.8878
H -4.2893 -1.4736 1.7968
H -2.2906 0.0183 1.4983
H -0.3876 -3.7877 0.9598
H 0.7010 -5.9703 1.4752
H 3.1800 -6.1852 1.4602
H 4.5692 -4.1541 0.9326
C -0.0526 6.5751 -2.1118
N -0.4379 5.8126 -0.9391
C -0.9864 6.6890 0.0772
C -0.2625 4.4567 -0.8356
C 0.0529 3.8560 0.4279
Br 0.5303 4.8662 2.0098
C 0.1517 2.4659 0.4942
N -0.0416 1.6421 -0.5596
C -0.2164 2.2107 -1.7618
C -0.3274 3.5895 -1.9603
H 0.4603 5.9499 -2.8532
H -0.9363 7.0486 -2.5766
H 0.6122 7.4056 -1.8092
H -1.4790 6.1395 0.8794
H -0.1956 7.3347 0.4952
H -1.7208 7.3605 -0.4019
H 0.3818 2.0529 1.4744
H -0.2856 1.5550 -2.6308
H -0.5331 3.9920 -2.9528
*
```

| no. | E (eV) |
| --- | --- |
| 1 | -353494.7201 |
| 2 | -61873.2003 |
| 3 | -108218.5743 |
| 4 | -61077.2809 |
| 5 | -80344.8075 |
| 6 | -40256.2137 |
| 7 | -149411.3962 |
| 8 | -99799.2196 |